1.
Molecular formula: C13H28BIN2O4PS
Method: DFT, ωB97M-V/def2-TZVPD

Last column: Löwdin charge in e.
Cartesian coordinates (Å):
C  1.91  2.05  -1.83  0.009
C  0.89  1.04  -1.37  -0.092
C  1.44  -0.29  -0.57  -0.290
C  0.29  -1.39  -0.20  -0.070
N  1.00  -2.53  0.55  0.078
C  1.43  -2.15  1.95  -0.298
C  0.32  -2.45  3.12  -0.109
C  -0.27  -3.98  3.15  -0.668
O  -1.48  -4.18  2.56  -0.135
I  0.68  -5.74  4.04  0.907
B  2.83  -2.90  2.45  -0.437
C  4.04  -3.43  1.46  -0.037
O  3.04  -3.16  3.92  -0.040
C  1.63  -0.49  1.93  -0.407
P  2.80  0.10  3.38  0.385
S  2.42  2.03  3.57  0.119
N  2.26  0.03  0.66  -0.038
H  2.21  3.01  -1.19  0.094
H  2.52  1.90  -2.84  0.084
H  -0.26  1.23  -1.64  0.112
H  2.19  -0.83  -1.33  0.161
H  -0.64  -0.97  0.37  0.160
H  -0.11  -1.87  -1.20  0.162
H  1.81  -2.80  -0.09  0.183
H  0.33  -3.34  0.50  0.187
H  -0.61  -1.74  2.87  0.147
H  0.68  -2.09  4.20  0.147
H  4.35  -2.68  0.62  0.080
H  3.60  -4.39  0.88  0.105
H  4.97  -3.85  2.07  0.109
H  4.01  -2.96  4.07  0.119
H  0.59  0.04  2.17  0.150
H  2.29  -0.50  4.61  0.010
H  4.18  -0.19  3.12  0.010
H  3.20  -0.42  0.57  0.106
C  -3.05  2.73  -1.09  -0.111
O  -2.52  2.52  -2.40  -0.221
C  -3.41  1.78  -3.23  -0.197
C  -4.13  2.70  -4.23  -0.192
O  -5.05  3.57  -3.56  -0.192
C  -4.54  4.89  -3.43  -0.107
H  -2.40  3.44  -0.57  0.092
H  -4.06  3.14  -1.12  0.088
H  -3.05  1.78  -0.54  0.078
H  -4.13  1.21  -2.63  0.125
H  -2.80  1.06  -3.79  0.119
H  -4.72  2.08  -4.91  0.125
H  -3.41  3.27  -4.82  0.127
H  -4.53  5.38  -4.41  0.090
H  -3.53  4.90  -3.01  0.082
H  -5.20  5.45  -2.77  0.092

Summary:
- net charge = +1
- HOMO level (hartree) = -0.3844
- electronic energy (eV) = -53990.02927
- HOMO-LUMO gap (eV) = 6.579
- LUMO energy (Ha) = -0.1426
- F_max (eV Å⁻¹) = 8.83

2.
Molecular formula: C13H28Br3Cl6O4P
Method: DFT, ωB97M-V/def2-TZVPD

Last column: Löwdin charge in e.
Cartesian coordinates (Å):
C  3.46  -1.22  -0.11  -0.059
C  3.04  -0.08  -1.08  -0.240
O  1.65  -0.18  -1.32  -0.245
P  0.89  -0.89  -2.55  0.333
O  -0.57  -0.88  -2.35  -0.255
O  1.54  -2.33  -2.51  -0.176
C  1.55  -3.22  -3.66  -0.227
C  1.37  -4.74  -3.42  -0.056
O  1.40  -0.18  -3.82  -0.193
C  0.59  0.78  -4.56  -0.210
C  0.26  2.03  -3.69  -0.058
H  3.37  -0.89  0.89  0.055
H  2.86  -2.10  -0.31  0.057
H  4.55  -1.35  -0.28  0.086
H  3.30  0.84  -0.68  0.094
H  3.55  -0.16  -2.07  0.124
H  0.73  -3.00  -4.23  0.082
H  2.51  -3.04  -4.12  0.121
H  1.12  -5.28  -4.36  0.092
H  2.23  -5.21  -2.95  0.070
H  0.53  -4.75  -2.69  0.080
H  1.22  1.00  -5.46  0.122
H  -0.30  0.19  -4.93  0.127
H  0.03  2.84  -4.37  0.073
H  -0.60  1.72  -3.07  0.056
H  1.06  2.19  -2.92  0.092
Cl  -0.73  0.06  8.22  0.505
C  -1.41  0.71  6.67  -0.616
C  -2.10  -0.41  5.81  -0.673
Cl  -0.96  -1.61  5.18  0.531
H  -0.67  1.19  6.04  0.049
H  -2.24  1.35  7.00  0.067
H  -2.63  0.10  4.96  0.027
H  -2.80  -0.95  6.47  0.063
Cl  -3.18  -1.46  1.94  0.540
C  -2.48  -2.82  0.99  -0.614
C  -1.13  -2.43  0.41  -0.701
Cl  0.14  -2.02  1.56  0.584
H  -3.16  -3.17  0.16  0.097
H  -2.37  -3.70  1.69  0.085
H  -1.34  -1.49  -0.12  -0.021
H  -0.76  -3.18  -0.28  0.070
Cl  0.42  6.09  -0.64  0.557
C  -0.67  4.77  -0.27  -0.711
C  -1.47  5.02  1.06  -0.714
Cl  -2.28  6.57  0.97  0.554
H  -0.14  3.87  -0.21  -0.017
H  -1.41  4.63  -1.04  0.067
H  -0.69  5.00  1.91  0.055
H  -2.11  4.17  1.18  -0.018
C  -1.05  1.42  2.22  -1.473
Br  -2.71  2.20  2.93  0.591
Br  0.43  2.53  2.91  0.570
Br  -0.92  1.13  0.26  0.670
H  -0.95  0.35  2.61  -0.067

Summary:
- net charge = 0
- HOMO level (hartree) = -0.3770
- electronic energy (eV) = -316678.15178
- HOMO-LUMO gap (eV) = 9.928
- LUMO energy (Ha) = -0.0121
- F_max (eV Å⁻¹) = 3.33

3.
Molecular formula: C13H28CuN4O3P2S
Method: DFT, ωB97M-V/def2-TZVPD

Last column: Löwdin charge in e.
Cartesian coordinates (Å):
Cu  -0.02  0.39  0.57  0.414
N  0.42  2.33  -0.14  -0.028
C  1.88  2.36  -0.42  -0.145
C  2.64  1.41  0.51  -0.564
O  3.84  1.58  0.71  0.019
N  1.84  0.46  0.98  -0.053
C  2.31  -0.61  1.83  -0.123
C  1.14  -1.52  2.14  -0.621
O  1.33  -2.61  2.67  0.005
O  -0.04  -1.07  1.83  -0.167
H  -0.13  2.55  -0.95  0.062
H  0.19  2.99  0.60  0.100
H  2.29  3.36  -0.36  0.116
H  2.02  1.98  -1.44  0.103
H  2.69  -0.23  2.78  0.135
H  3.11  -1.19  1.37  0.132
C  0.50  -0.78  -4.25  -0.311
P  -0.28  0.27  -2.97  0.818
C  -0.78  1.71  -4.01  -0.303
C  -1.92  -0.58  -2.84  -0.445
C  -2.84  0.04  -1.77  -0.403
P  -2.21  -0.12  -0.06  0.838
C  -3.45  0.84  0.88  -0.254
C  -2.61  -1.83  0.38  -0.246
H  -0.17  -0.94  -5.10  0.041
H  0.77  -1.75  -3.81  -0.027
H  1.42  -0.30  -4.60  0.039
H  -1.31  1.39  -4.91  0.039
H  0.11  2.26  -4.30  0.034
H  -1.43  2.39  -3.45  0.023
H  -1.72  -1.63  -2.60  0.042
H  -2.41  -0.54  -3.82  0.080
H  -3.82  -0.44  -1.78  0.085
H  -3.00  1.10  -1.97  0.074
H  -4.46  0.47  0.67  0.048
H  -3.39  1.90  0.62  0.041
H  -3.25  0.73  1.94  0.049
H  -3.68  -2.01  0.23  0.052
H  -2.32  -1.99  1.41  0.046
H  -2.02  -2.51  -0.24  0.011
S  0.68  -2.65  -1.26  0.658
C  0.35  -4.15  -0.60  -0.861
N  0.72  -4.57  0.62  0.041
C  0.14  -5.87  0.96  -0.127
C  -0.40  -6.37  -0.40  -0.142
N  -0.38  -5.14  -1.19  0.007
H  0.85  -3.85  1.34  0.090
H  -0.66  -5.77  1.70  0.119
H  0.89  -6.54  1.36  0.113
H  -1.41  -6.77  -0.32  0.108
H  0.24  -7.14  -0.83  0.112
H  -0.47  -5.13  -2.19  0.125

Summary:
- net charge = 0
- HOMO level (spin up / spin down) (hartree) = -0.2951 / -0.2954
- 2S+1 = 2
- electronic energy (eV) = -100093.22392
- HOMO-LUMO gap (spin up / spin down) (eV) = 8.240 / 8.015
- ΔE to the lowest compared entry with this formula, charge and spin (kJ/mol) = 1.30
- LUMO energy (spin up / spin down) (Ha) = 0.0077 / -0.0009
- F_max (eV Å⁻¹) = 0.47

4.
Molecular formula: C13H29BN2O3
Method: DFT, ωB97M-V/def2-TZVPD

Last column: Löwdin charge in e.
Cartesian coordinates (Å):
C  -2.32  -6.50  1.40  -0.024
C  -0.83  -6.19  1.44  -0.354
C  -0.51  -4.89  2.11  -0.120
O  0.69  -4.49  1.47  0.055
C  0.67  -5.06  0.23  -0.512
O  1.44  -4.77  -0.67  0.134
O  -0.33  -5.99  0.13  0.085
H  -2.48  -7.48  0.95  0.087
H  -2.75  -6.49  2.40  0.091
H  -2.85  -5.77  0.77  0.094
H  -0.28  -7.02  1.89  0.161
H  -0.35  -5.01  3.19  0.143
H  -1.27  -4.11  1.95  0.141
C  -0.15  -0.90  -0.31  -0.125
C  -0.08  -0.63  -1.93  -0.261
C  -0.89  0.70  -2.44  -0.169
B  -0.54  2.08  -1.56  -0.247
C  1.05  2.46  -1.37  -0.148
C  1.34  3.82  -0.51  -0.221
C  2.97  4.16  -0.61  -0.208
C  3.87  3.35  0.49  -0.294
N  3.11  2.28  1.26  -0.060
C  -1.83  2.93  -1.00  -0.198
N  -1.90  3.09  0.50  -0.179
C  -3.32  2.80  1.02  -0.162
H  0.89  -0.57  0.17  0.081
H  -0.27  -2.04  -0.05  0.059
H  -1.01  -0.31  0.23  0.085
H  -0.51  -1.62  -2.44  0.113
H  1.07  -0.50  -2.23  0.113
H  -0.52  0.94  -3.54  0.116
H  -2.05  0.48  -2.45  0.102
H  1.61  1.55  -0.88  0.093
H  1.50  2.64  -2.45  0.128
H  0.98  3.74  0.60  0.109
H  0.81  4.71  -1.10  0.116
H  3.19  5.33  -0.48  0.104
H  3.42  3.87  -1.68  0.105
H  4.41  4.14  1.20  0.115
H  4.77  2.78  -0.06  0.110
H  3.56  2.27  2.21  0.074
H  3.39  1.37  0.80  0.075
H  -2.83  2.36  -1.32  0.101
H  -1.94  4.02  -1.48  0.125
H  -1.80  4.14  0.66  0.101
H  -3.96  3.74  0.66  0.093
H  -3.75  1.79  0.61  0.087
H  -3.35  2.76  2.21  0.088

Summary:
- net charge = 0
- HOMO level (hartree) = -0.3168
- electronic energy (eV) = -23745.79956
- HOMO-LUMO gap (eV) = 9.297
- structure (SMILES) = C[C@@H]1COC(=O)O1.CCCB(CCCCN)CNC
- LUMO energy (Ha) = 0.0249
- F_max (eV Å⁻¹) = 2.70

5.
Molecular formula: C13H29ClFN3O5P3S
Method: DFT, ωB97M-V/def2-TZVPD

Last column: Löwdin charge in e.
Cartesian coordinates (Å):
C  4.96  -1.19  3.97  0.025
C  5.13  0.14  3.30  -0.545
O  6.10  0.48  2.72  0.165
O  4.09  1.02  3.47  -0.026
C  2.87  0.69  2.80  -0.184
C  2.50  1.84  1.85  -0.137
C  2.55  1.50  0.34  -0.164
C  1.19  1.61  -0.36  -0.162
C  0.91  0.49  -1.39  -0.097
N  -0.29  -0.30  -1.08  0.019
C  -0.05  -1.63  -0.48  -0.129
C  0.06  -1.62  1.06  -0.229
C  1.10  -2.62  1.52  -0.592
Cl  0.71  -4.26  0.96  0.617
C  -1.49  0.15  -1.32  -0.410
N  -2.56  -0.63  -0.93  -0.167
F  -2.53  -0.70  0.51  -0.042
P  -4.11  -0.57  -1.76  0.953
C  -5.24  -0.37  -0.37  -0.285
C  -4.38  -2.33  -2.15  -0.258
N  -1.62  1.39  -1.96  -0.293
P  -2.35  2.67  -0.99  0.334
S  -4.22  3.00  -0.97  0.291
P  -1.86  1.42  -3.67  0.331
O  -3.16  1.89  -4.12  -0.225
O  -0.63  2.29  -4.17  -0.090
O  -1.49  -0.07  -4.06  -0.091
H  5.06  -1.06  5.05  0.103
H  3.97  -1.61  3.77  0.072
H  5.73  -1.86  3.60  0.095
H  3.01  -0.24  2.24  0.099
H  2.09  0.52  3.55  0.127
H  3.20  2.65  2.07  0.124
H  1.51  2.21  2.13  0.109
H  3.23  2.22  -0.12  0.119
H  2.96  0.50  0.21  0.105
H  1.09  2.58  -0.86  0.111
H  0.40  1.58  0.39  0.084
H  0.82  0.88  -2.40  0.104
H  1.74  -0.21  -1.37  0.124
H  -0.82  -2.32  -0.83  0.127
H  0.90  -1.98  -0.89  0.120
H  -0.90  -1.91  1.48  0.103
H  0.35  -0.63  1.40  0.110
H  2.09  -2.38  1.13  0.069
H  1.15  -2.64  2.61  0.079
H  -5.18  -1.22  0.31  0.052
H  -6.25  -0.28  -0.76  0.058
H  -4.99  0.53  0.19  -0.005
H  -4.02  -2.57  -3.15  0.037
H  -5.46  -2.48  -2.09  0.050
H  -3.92  -2.98  -1.41  0.048
H  -1.56  3.73  -1.44  -0.002
H  -1.79  2.30  0.24  -0.007
H  -0.03  2.58  -3.47  0.073
H  -0.56  -0.20  -4.28  0.101

Summary:
- net charge = +1
- HOMO level (hartree) = -0.4521
- electronic energy (eV) = -82595.02123
- HOMO-LUMO gap (eV) = 7.661
- structure (SMILES) = CC(=O)OCCCCCN(CCCCl)/C(N(F)P(C)C)=[N+](/[PH2]=S)P(=O)(O)O
- LUMO energy (Ha) = -0.1706
- F_max (eV Å⁻¹) = 1.25

6.
Molecular formula: C13H29EuN5O7
Method: DFT, ωB97M-V/def2-TZVPD

Last column: Löwdin charge in e.
Cartesian coordinates (Å):
O  0.40  -1.46  -3.41  -0.050
H  -0.28  -1.89  -3.99  0.079
Eu  0.15  -0.05  -0.29  1.949
N  1.80  -1.73  -0.37  -0.279
N  -0.34  -2.29  0.52  -0.231
N  0.50  2.41  -0.40  -0.065
N  -1.55  1.41  0.80  -0.054
O  2.58  -1.00  -0.98  -0.112
O  1.69  3.03  -0.86  -0.038
O  -2.58  0.86  1.62  -0.039
O  -1.56  -2.23  0.83  -0.094
C  0.15  -3.34  -0.23  -0.235
C  1.42  -2.98  -0.80  -0.249
C  -0.18  3.25  0.37  -0.251
C  -1.34  2.72  1.04  -0.234
C  2.13  -3.72  -1.86  -0.011
H  2.02  -3.17  -2.80  0.081
H  1.76  -4.74  -2.01  0.082
H  3.21  -3.78  -1.62  0.106
C  -0.60  -4.57  -0.55  -0.006
H  -1.53  -4.33  -1.07  0.101
H  -0.85  -5.09  0.38  0.103
H  -0.01  -5.25  -1.17  0.076
C  0.43  4.55  0.73  0.005
C  -2.00  3.54  2.12  -0.001
H  1.20  4.80  0.00  0.089
H  0.92  4.42  1.71  0.116
H  -0.33  5.34  0.80  0.104
H  -2.64  2.91  2.74  0.081
H  -2.62  4.35  1.70  0.113
H  -1.21  4.01  2.73  0.094
H  2.18  2.34  -1.31  0.091
H  -2.49  -0.10  1.51  0.079
C  -1.60  0.20  -1.98  -0.309
H  -1.07  -0.23  -2.85  -0.076
H  -1.86  1.28  -2.09  -0.022
H  -2.48  -0.41  -1.67  -0.021
O  1.90  0.72  -3.66  -0.103
H  1.71  -0.22  -3.89  0.004
H  0.98  1.10  -3.63  0.039
C  0.41  -0.32  6.12  -0.038
N  0.11  -0.01  4.73  -0.139
C  -1.01  0.86  4.46  -0.041
C  0.85  -0.38  3.66  -0.467
C  2.01  -1.31  3.88  0.030
O  0.51  0.03  2.53  -0.086
H  -0.36  0.15  6.75  0.090
H  1.39  0.08  6.43  0.101
H  0.41  -1.40  6.32  0.099
H  -0.67  1.78  3.96  0.088
H  -1.72  0.38  3.78  0.084
H  -1.49  1.12  5.42  0.101
H  1.79  -2.24  3.36  0.097
H  2.90  -0.90  3.39  0.098
H  2.19  -1.48  4.94  0.071

Summary:
- net charge = +1
- HOMO level (spin up / spin down) (hartree) = -0.4004 / -0.3957
- 2S+1 = 7
- electronic energy (eV) = -55045.97747
- HOMO-LUMO gap (spin up / spin down) (eV) = 6.925 / 5.260
- ΔE to the lowest compared entry with this formula, charge and spin (kJ/mol) = 379.22
- LUMO energy (spin up / spin down) (Ha) = -0.1459 / -0.2024
- F_max (eV Å⁻¹) = 3.90

Question: F_max of number 6 (C13H29EuN5O7)?
Answer: 3.90 eV Å⁻¹

Question: electronic energy of number 1 (C13H28BIN2O4PS)?
Answer: -53990.02927 eV

Question: What is the electronic energy in the sixth record?
Answer: -55045.97747 eV